# 1
{"formula": "C2H3Cl2NS", "method": "the ωB97M-V functional and the def2-TZVPD basis", "homo_lumo_gap_ev": 8.65, "lumo_energy_ev": -0.27, "fmax_ha_per_bohr": 0.073, "smiles": "NC(=S)C(Cl)Cl", "total_energy_ha": -1451.30885, "de_lowest_kcal_mol": 9.3, "symbols": ["C", "C", "H", "H", "H", "N", "S", "Cl", "Cl"], "coordinates": [[0.567, 0.615, -0.102], [-0.671, -0.132, 0.001], [2.469, 0.812, 0.568], [1.468, -0.474, 1.543], [-1.601, 0.272, -0.403], [1.534, 0.233, 0.783], [0.759, 1.807, -1.304], [-0.331, -1.779, -0.768], [-1.116, -0.224, 1.608]]}



# 2
{"formula": "C5H8N2O", "method": "the ωB97M-V functional and the def2-TZVPD basis", "homo_lumo_gap_ev": 9.29, "lumo_energy_ev": 0.86, "fmax_ha_per_bohr": 0.122, "smiles": "[H]/N=C/N1OC[C@H]2C[C@H]21", "total_energy_ha": -379.86014, "de_lowest_kcal_mol": 143.1, "symbols": ["C", "C", "C", "C", "C", "H", "H", "H", "H", "H", "H", "H", "H", "N", "N", "O"], "coordinates": [[0.519, 0.236, -1.866], [0.002, -1.424, 0.971], [-0.813, -0.139, 1.254], [-0.026, 1.163, 1.518], [-0.647, 0.741, 0.207], [1.371, -0.070, -3.551], [0.282, 1.233, -2.118], [1.051, -1.573, 1.513], [-0.458, -2.488, 1.028], [-1.788, -0.286, 1.774], [1.204, 1.428, 1.148], [-0.671, 2.043, 1.998], [-1.634, 1.152, -0.266], [1.115, -0.582, -2.623], [0.310, -0.057, -0.580], [0.183, -1.375, -0.406]]}



# 3
{"formula": "C17H29LiN3NbO", "method": "the ωB97M-V functional and the def2-TZVPD basis", "homo_lumo_gap_ev": 6.69, "lumo_energy_ev": -8.49, "fmax_ha_per_bohr": 0.073, "charge": 2, "total_energy_ha": -968.60712, "de_lowest_kcal_mol": 3.7, "symbols": ["N", "C", "O", "Li", "Nb", "N", "N", "C", "C", "C", "C", "C", "C", "C", "C", "H", "H", "H", "H", "H", "H", "H", "H", "H", "H", "H", "H", "H", "H", "H", "H", "H", "H", "C", "H", "H", "H", "C", "H", "H", "H", "C", "C", "C", "C", "C", "C", "H", "H", "H", "H", "H"], "coordinates": [[2.270, -0.392, 0.694], [3.447, -0.519, 0.996], [4.607, -0.629, 1.188], [0.222, 0.545, -2.675], [0.281, -0.423, 0.222], [-0.372, -1.399, -1.464], [-0.019, 1.257, -0.925], [-0.201, -2.797, -1.034], [0.637, 2.575, -1.035], [0.930, -3.449, -1.831], [-1.482, -3.605, -1.265], [0.114, -2.774, 0.441], [0.229, 3.210, -2.372], [0.232, 3.475, 0.124], [2.146, 2.373, -1.014], [0.688, -3.466, -2.902], [1.076, -4.485, -1.492], [1.877, -2.910, -1.703], [-2.349, -3.121, -0.798], [-1.369, -4.599, -0.810], [-1.683, -3.761, -2.332], [1.134, -2.352, 0.647], [0.146, -3.781, 0.875], [-0.706, -2.265, 1.013], [0.511, 2.582, -3.242], [0.761, 4.165, -2.475], [-0.849, 3.421, -2.413], [-0.824, 3.765, 0.061], [0.839, 4.390, 0.086], [0.402, 2.981, 1.090], [2.480, 1.901, -0.083], [2.623, 3.363, -1.104], [2.505, 1.758, -1.855], [-1.500, 1.282, -0.812], [-1.832, 0.399, -0.219], [-1.846, 2.194, -0.309], [-1.993, 1.206, -1.799], [-1.005, -1.271, -2.801], [-1.966, -1.808, -2.827], [-1.329, -0.247, -3.134], [-0.361, -1.699, -3.587], [-0.921, 0.763, 5.024], [-0.119, -0.334, 4.700], [0.073, -0.709, 3.362], [-0.524, 0.031, 2.323], [-1.371, 1.108, 2.650], [-1.546, 1.475, 3.997], [-1.055, 1.062, 6.068], [0.368, -0.898, 5.499], [0.700, -1.578, 3.137], [-1.900, 1.656, 1.867], [-2.174, 2.333, 4.250]]}



# 4
{"formula": "C3H4OS", "method": "the ωB97M-V functional and the def2-TZVPD basis", "homo_lumo_gap_ev": [7.56, 6.86], "lumo_energy_ev": [-0.40, -0.62], "fmax_ha_per_bohr": 0.059, "total_energy_ha": -589.96303, "de_lowest_kcal_mol": 101.4, "symbols": ["C", "C", "C", "O", "S", "H", "H", "H", "H"], "coordinates": [[-0.030, -0.010, 0.006], [0.563, 1.141, 0.207], [-0.899, -1.073, -0.120], [-2.999, 0.648, -0.672], [-2.441, -0.017, 0.523], [0.182, 2.099, 0.293], [1.522, 1.302, -0.111], [-1.058, -1.139, -1.181], [-0.894, -1.770, 0.692]]}



# 5
{"formula": "H6O3", "method": "the ωB97M-V functional and the def2-TZVPD basis", "homo_lumo_gap_ev": 11.64, "lumo_energy_ev": 0.53, "fmax_ha_per_bohr": 0.085, "smiles": "O.O.O", "total_energy_ha": -229.28928, "de_lowest_kcal_mol": 22.5, "symbols": ["H", "H", "H", "H", "H", "H", "O", "O", "O"], "coordinates": [[-0.932, -0.786, -1.151], [-1.056, -0.340, 0.375], [1.358, 2.517, -2.028], [1.836, 1.127, -2.369], [-1.025, -1.293, 3.291], [0.178, -1.095, 2.392], [-1.218, -1.052, -0.201], [1.589, 1.904, -2.744], [-0.730, -0.982, 2.434]]}



# 6
{"formula": "C33H40GaN4O4S", "method": "the ωB97M-V functional and the def2-TZVPD basis", "homo_lumo_gap_ev": 5.26, "lumo_energy_ev": 1.72, "fmax_ha_per_bohr": 0.043, "charge": -1, "total_energy_ha": -4124.52336, "de_lowest_kcal_mol": 38.7, "symbols": ["Ga", "O", "C", "C", "C", "C", "C", "C", "C", "O", "N", "N", "C", "C", "C", "C", "C", "C", "C", "O", "H", "H", "H", "H", "H", "H", "H", "H", "H", "H", "C", "N", "C", "C", "N", "C", "S", "H", "H", "H", "H", "H", "H", "H", "H", "C", "C", "C", "C", "C", "H", "H", "H", "H", "H", "H", "H", "H", "H", "H", "C", "C", "C", "C", "C", "C", "C", "O", "C", "C", "C", "H", "H", "H", "H", "H", "H", "H", "H", "H", "H", "H", "H"], "coordinates": [[-0.746, 0.018, -1.186], [1.895, 0.004, -4.844], [2.726, 0.943, -4.382], [3.958, 1.098, -5.025], [4.854, 2.060, -4.609], [4.537, 2.891, -3.541], [3.323, 2.746, -2.896], [2.400, 1.781, -3.295], [1.123, 1.601, -2.578], [0.327, 0.656, -2.949], [0.826, 2.429, -1.605], [-0.365, 2.083, -1.056], [-1.107, 2.996, -0.536], [-2.483, 2.822, -0.187], [-3.172, 3.886, 0.409], [-4.529, 3.843, 0.624], [-5.245, 2.713, 0.228], [-4.601, 1.653, -0.358], [-3.203, 1.656, -0.587], [-2.652, 0.642, -1.154], [1.127, -0.014, -4.209], [4.184, 0.438, -5.851], [5.808, 2.157, -5.115], [5.248, 3.640, -3.217], [3.054, 3.387, -2.070], [-0.697, 4.009, -0.465], [-2.608, 4.764, 0.702], [-5.043, 4.674, 1.088], [-6.316, 2.674, 0.388], [-5.149, 0.770, -0.655], [-1.656, -1.366, -4.384], [-2.210, -1.907, -3.175], [-2.789, -3.239, -3.232], [-2.762, -3.706, -1.771], [-2.123, -2.591, -1.094], [-1.495, -1.762, -2.011], [0.482, -2.384, -2.260], [-2.379, -1.449, -5.198], [-0.728, -1.892, -4.656], [-1.420, -0.317, -4.203], [-2.177, -3.896, -3.866], [-3.805, -3.199, -3.640], [-2.203, -4.645, -1.655], [-3.768, -3.857, -1.363], [-1.565, -2.805, -0.279], [2.160, -1.174, 1.300], [1.814, -2.087, 0.124], [3.131, -2.635, -0.451], [0.974, -3.262, 0.627], [1.110, -1.301, -0.995], [2.728, -1.728, 2.047], [1.261, -0.798, 1.772], [2.753, -0.325, 0.965], [3.648, -3.249, 0.288], [3.780, -1.808, -0.738], [2.932, -3.235, -1.336], [1.544, -3.853, 1.343], [0.709, -3.908, -0.207], [0.066, -2.906, 1.115], [1.888, -0.680, -1.454], [1.461, 1.131, 7.003], [0.846, 0.722, 5.701], [0.142, -0.466, 5.572], [-0.457, -0.833, 4.381], [-1.151, -2.163, 4.291], [-0.378, 0.034, 3.268], [-1.123, -0.290, 2.068], [-0.982, 0.240, 0.959], [0.383, 1.223, 3.377], [0.556, 2.158, 2.230], [0.970, 1.541, 4.588], [1.442, 0.319, 7.725], [0.916, 1.977, 7.423], [2.492, 1.445, 6.851], [0.059, -1.124, 6.426], [-0.993, -2.734, 5.203], [-0.763, -2.748, 3.457], [-2.225, -2.043, 4.151], [-1.887, -1.073, 2.188], [-0.414, 2.493, 1.867], [1.046, 1.658, 1.396], [1.150, 3.022, 2.523], [1.539, 2.456, 4.674]]}



# 7
{"formula": "C59H64N2O6PRbSSi", "method": "the ωB97M-V functional and the def2-TZVPD basis", "homo_lumo_gap_ev": 4.22, "lumo_energy_ev": 3.18, "fmax_ha_per_bohr": 0.026, "charge": -2, "total_energy_ha": -3900.72457, "de_lowest_kcal_mol": 22.7, "symbols": ["Rb", "C", "C", "C", "C", "C", "O", "C", "N", "C", "C", "C", "C", "C", "C", "P", "C", "C", "C", "C", "C", "C", "C", "C", "C", "C", "C", "C", "H", "H", "H", "H", "H", "H", "H", "H", "H", "H", "H", "H", "H", "H", "H", "H", "H", "H", "H", "H", "H", "H", "H", "H", "C", "O", "C", "C", "C", "C", "C", "C", "O", "C", "O", "C", "H", "H", "H", "H", "H", "H", "H", "H", "H", "C", "C", "O", "C", "C", "C", "C", "C", "C", "H", "H", "H", "H", "H", "H", "H", "H", "C", "Si", "C", "C", "C", "C", "C", "C", "C", "H", "H", "H", "H", "H", "H", "H", "H", "H", "H", "H", "C", "C", "C", "C", "C", "C", "C", "C", "N", "H", "H", "H", "H", "H", "H", "C", "S", "C", "O", "H", "H", "H", "H", "H", "H"], "coordinates": [[-0.052, -0.563, 0.347], [2.266, -2.488, -1.109], [3.492, -1.905, -1.795], [4.149, -3.004, -2.635], [3.081, -0.724, -2.670], [4.225, -0.168, -3.530], [4.168, 1.250, -3.325], [3.253, 1.459, -2.324], [2.630, 0.446, -1.890], [3.128, 2.894, -1.958], [4.148, 3.733, -2.437], [4.101, 5.099, -2.259], [3.001, 5.656, -1.617], [2.009, 4.829, -1.131], [2.045, 3.433, -1.252], [0.597, 2.452, -0.408], [-0.602, 3.241, -1.565], [-0.506, 2.729, -2.864], [-1.327, 3.187, -3.878], [-2.274, 4.173, -3.614], [-2.396, 4.671, -2.329], [-1.570, 4.203, -1.310], [0.865, 3.414, 1.153], [2.087, 3.128, 1.770], [2.445, 3.707, 2.977], [1.576, 4.588, 3.610], [0.359, 4.881, 3.011], [0.008, 4.299, 1.798], [2.511, -3.412, -0.584], [1.521, -2.721, -1.873], [1.826, -1.791, -0.399], [4.212, -1.531, -1.052], [3.450, -3.355, -3.400], [4.404, -3.859, -2.004], [5.065, -2.672, -3.129], [2.240, -1.057, -3.291], [4.109, -0.375, -4.592], [5.207, -0.519, -3.203], [4.981, 3.289, -2.962], [4.904, 5.725, -2.628], [2.920, 6.730, -1.494], [1.163, 5.282, -0.626], [0.210, 1.937, -3.065], [-1.242, 2.765, -4.872], [-2.920, 4.535, -4.405], [-3.149, 5.417, -2.103], [-1.723, 4.586, -0.312], [2.770, 2.442, 1.276], [3.399, 3.468, 3.432], [1.842, 5.030, 4.563], [-0.329, 5.566, 3.495], [-0.960, 4.524, 1.377], [-4.332, 4.678, 3.598], [-5.121, 4.219, 2.523], [-4.515, 3.378, 1.623], [-5.321, 2.952, 0.557], [-4.789, 2.053, -0.342], [-3.464, 1.604, -0.281], [-2.977, 0.517, -1.161], [-3.978, -0.522, -1.614], [-1.797, 0.354, -1.432], [-2.612, 2.110, 0.752], [-1.368, 1.821, 0.845], [-3.208, 2.961, 1.733], [-4.962, 5.348, 4.180], [-3.451, 5.224, 3.248], [-3.999, 3.853, 4.234], [-6.340, 3.308, 0.485], [-5.422, 1.704, -1.149], [-4.898, -0.084, -2.003], [-4.238, -1.145, -0.753], [-3.517, -1.154, -2.370], [-2.570, 3.275, 2.547], [-1.180, 0.060, 3.564], [0.294, 0.292, 3.707], [1.029, 0.171, 2.753], [0.847, 0.652, 5.053], [2.189, 0.992, 5.171], [2.728, 1.333, 6.400], [1.925, 1.325, 7.534], [0.587, 0.975, 7.428], [0.052, 0.643, 6.192], [-1.438, 0.035, 2.514], [-1.748, 0.855, 4.052], [-1.448, -0.901, 4.012], [2.800, 0.979, 4.279], [3.775, 1.598, 6.477], [2.343, 1.587, 8.498], [-0.040, 0.958, 8.310], [-0.991, 0.363, 6.120], [-2.700, -3.914, 3.095], [-2.098, -3.381, 1.335], [-0.920, -4.875, 0.966], [-3.592, -3.893, 0.240], [-4.899, -4.053, 0.717], [-5.963, -4.350, -0.132], [-5.747, -4.507, -1.495], [-4.458, -4.358, -1.998], [-3.410, -4.046, -1.145], [-3.043, -4.959, 3.125], [-3.515, -3.280, 3.463], [-1.868, -3.815, 3.803], [-1.403, -5.841, 1.173], [-0.012, -4.813, 1.578], [-0.603, -4.882, -0.084], [-5.092, -3.945, 1.780], [-6.964, -4.461, 0.271], [-6.572, -4.746, -2.158], [-4.271, -4.477, -3.060], [-2.418, -3.905, -1.570], [-0.089, -1.934, -3.770], [0.299, -3.061, -4.439], [0.447, -4.359, -3.800], [0.896, -5.456, -4.475], [1.246, -5.405, -5.848], [1.081, -4.159, -6.508], [0.633, -3.052, -5.855], [1.741, -6.538, -6.539], [2.156, -7.458, -7.112], [-0.345, -1.935, -2.716], [-0.182, -0.985, -4.291], [0.181, -4.447, -2.751], [0.988, -6.403, -3.953], [1.311, -4.106, -7.567], [0.510, -2.117, -6.394], [3.909, -3.215, 1.919], [2.840, -1.887, 2.514], [3.988, -0.571, 2.070], [2.864, -2.026, 4.000], [4.793, -3.224, 2.559], [4.176, -3.054, 0.875], [3.355, -4.147, 2.026], [4.170, -0.616, 0.995], [4.906, -0.716, 2.641], [3.513, 0.377, 2.314]]}



# 8
{"formula": "CH3ClO2PS", "method": "the ωB97M-V functional and the def2-TZVPD basis", "homo_lumo_gap_ev": 8.09, "lumo_energy_ev": 3.49, "fmax_ha_per_bohr": 0.091, "charge": -1, "smiles": "CS[P@@](=O)([O-])Cl", "total_energy_ha": -1390.29404, "de_lowest_kcal_mol": 2.2, "symbols": ["C", "O", "O", "P", "S", "Cl", "H", "H", "H"], "coordinates": [[1.476, 0.362, 0.082], [-0.936, -0.801, -1.480], [-1.246, -1.431, 1.036], [-1.272, -0.414, -0.122], [-0.014, 1.305, 0.459], [-3.110, 0.445, -0.002], [2.369, 0.739, 0.581], [1.409, 0.403, -1.034], [1.325, -0.607, 0.479]]}



# 9
{"formula": "C4H12", "method": "the ωB97M-V functional and the def2-TZVPD basis", "homo_lumo_gap_ev": 12.56, "lumo_energy_ev": 1.13, "fmax_ha_per_bohr": 0.028, "smiles": "CC.CC", "total_energy_ha": -159.56434, "de_lowest_kcal_mol": 12.9, "symbols": ["C", "C", "H", "H", "H", "H", "H", "H", "C", "C", "H", "H", "H", "H", "H", "H"], "coordinates": [[-1.223, -2.434, 0.397], [-0.109, -1.549, 1.054], [-1.957, -2.771, 1.121], [-1.665, -1.894, -0.435], [-0.796, -3.398, 0.096], [-0.358, -0.494, 0.947], [0.889, -1.574, 0.617], [-0.125, -1.982, 2.052], [0.311, 2.399, -0.217], [1.047, 1.543, -1.269], [-0.291, 1.936, 0.568], [1.014, 3.011, 0.356], [-0.391, 3.086, -0.695], [2.119, 1.698, -1.168], [0.782, 1.919, -2.256], [0.753, 0.504, -1.167]]}